{
  "formula": "C44H45N5O2P2PtS",
  "method": "ωB97M-V with the def2-TZVPD basis set",
  "relative_energy_kj_mol": 0.0,
  "e_homo_ha": [-0.464, -0.500],
  "orbital_gap_ev": [7.6100, 6.3191],
  "total_charge": 2,
  "multiplicity": 3,
  "elements": ["Pt", "O", "S", "C", "C", "C", "C", "C", "C", "P", "C", "C", "C", "C", "C", "C", "C", "C", "C", "C", "C", "C", "C", "C", "C", "C", "C", "C", "P", "C", "C", "C", "C", "C", "C", "C", "C", "C", "C", "C", "C", "H", "H", "H", "H", "H", "H", "H", "H", "H", "H", "H", "H", "H", "H", "H", "H", "H", "H", "H", "H", "H", "H", "H", "H", "H", "H", "H", "H", "C", "N", "C", "N", "C", "N", "C", "N", "C", "C", "H", "H", "H", "H", "H", "H", "H", "H", "H", "H", "H", "H", "C", "C", "N", "O", "H", "H", "H", "H", "H"],
  "xyz": [[-0.6220, -0.0997, -0.8140], [-1.6702, -3.5989, 0.6985], [-0.8021, -2.4182, 0.7863], [-0.9925, -1.6617, 2.4081], [-0.6694, -2.3496, 3.5649], [-0.8996, -1.7518, 4.7963], [-1.4556, -0.4820, 4.8641], [-1.7970, 0.1964, 3.7019], [-1.5688, -0.3953, 2.4667], [-2.0808, 0.4094, 0.9387], [-3.6840, -0.3271, 0.5493], [-4.3124, -0.0296, -0.6640], [-5.5150, -0.6267, -0.9953], [-6.0991, -1.5387, -0.1245], [-5.4798, -1.8463, 1.0762], [-4.2756, -1.2469, 1.4158], [-2.2547, 2.1644, 1.2661], [-3.4898, 2.8054, 1.2394], [-3.5532, 4.1759, 1.4567], [-2.3941, 4.8955, 1.7055], [-1.1608, 4.2516, 1.7432], [-1.0859, 2.8879, 1.5188], [0.8913, -2.9860, 0.9024], [1.1184, -4.2318, 1.4664], [2.4234, -4.6670, 1.6399], [3.4803, -3.8578, 1.2447], [3.2395, -2.6405, 0.6209], [1.9335, -2.1992, 0.4200], [1.5944, -0.7680, -0.6479], [2.9138, 0.4432, -0.5053], [2.6484, 1.6646, 0.1103], [3.6482, 2.6175, 0.2205], [4.9172, 2.3546, -0.2763], [5.1901, 1.1387, -0.8890], [4.1929, 0.1842, -1.0074], [1.6306, -1.4663, -2.3292], [2.2540, -0.8173, -3.3999], [2.1300, -1.3171, -4.6875], [1.3739, -2.4569, -4.9266], [0.7502, -3.1091, -3.8709], [0.8753, -2.6199, -2.5815], [-0.2434, -3.3421, 3.5196], [-0.6486, -2.2842, 5.7039], [-1.6389, -0.0224, 5.8263], [-2.2450, 1.1804, 3.7586], [-3.8710, 0.6786, -1.3511], [-5.9981, -0.3838, -1.9322], [-7.0371, -2.0094, -0.3858], [-5.9319, -2.5563, 1.7550], [-3.8083, -1.5006, 2.3571], [-4.3956, 2.2434, 1.0500], [-4.5103, 4.6791, 1.4352], [-2.4496, 5.9624, 1.8758], [-0.2612, 4.8179, 1.9472], [-0.1342, 2.3673, 1.5558], [0.2759, -4.8514, 1.7481], [2.6146, -5.6355, 2.0815], [4.4996, -4.1902, 1.3899], [4.0751, -2.0446, 0.2815], [1.6617, 1.8529, 0.5111], [3.4390, 3.5674, 0.6946], [5.6962, 3.1002, -0.1896], [6.1777, 0.9362, -1.2807], [4.4098, -0.7511, -1.5087], [2.8475, 0.0716, -3.2342], [2.6325, -0.8174, -5.5053], [1.2781, -2.8421, -5.9328], [0.1714, -4.0052, -4.0495], [0.3951, -3.1590, -1.7737], [-1.6927, 2.5488, -2.1475], [-1.7959, 3.4365, -3.2767], [-2.2885, 2.6873, -4.4375], [-1.3826, 1.5887, -4.7852], [-1.2851, 0.6855, -3.6675], [-0.7733, 1.3882, -2.4338], [0.5599, 1.9983, -2.7848], [0.4649, 2.8866, -3.9142], [-0.4682, 3.9690, -3.5920], [-0.0552, 2.1429, -5.0667], [-2.6769, 2.1561, -1.9030], [-1.2969, 3.0774, -1.2790], [-2.3742, 3.3629, -5.2874], [-3.2773, 2.2823, -4.2145], [-0.5928, -0.1284, -3.8982], [-2.2666, 0.2677, -3.4322], [1.2472, 1.1855, -3.0114], [0.9153, 2.5392, -1.9078], [-0.5450, 4.6431, -4.4441], [-0.0906, 4.5296, -2.7351], [0.6290, 1.3274, -5.3083], [-0.1202, 2.8116, -5.9239], [1.7193, 1.5175, 4.3238], [1.9098, 0.3866, 3.3464], [2.7668, -0.5818, 3.7288], [1.3281, 0.3409, 2.2648], [1.4175, 1.1369, 5.2999], [0.9565, 2.1952, 3.9508], [2.6553, 2.0627, 4.4540], [3.2589, -0.5373, 4.6037], [2.9512, -1.3498, 3.1040]]
}



{
  "formula": "C11H18N4O",
  "method": "ωB97M-V with the def2-TZVPD basis set",
  "relative_energy_kj_mol": 947.1,
  "e_homo_ha": -0.283,
  "orbital_gap_ev": 7.8803,
  "total_charge": 0,
  "elements": ["C", "C", "N", "H", "H", "H", "C", "C", "N", "H", "H", "H", "C", "C", "N", "H", "H", "H", "C", "C", "N", "H", "H", "H", "C", "C", "O", "C", "H", "H", "H", "H", "H", "H"],
  "xyz": [[26.5191, 15.8443, -5.2741], [26.9374, 14.5436, -4.7469], [27.3157, 13.5363, -4.3277], [25.5625, 15.6156, -5.7439], [27.2992, 16.1808, -5.9571], [26.2698, 16.4174, -4.3811], [24.8383, 8.6870, -5.6015], [26.0128, 9.5628, -5.6080], [26.9893, 10.1971, -5.5895], [23.9181, 9.2291, -5.3837], [24.9509, 7.9445, -4.8115], [24.7165, 8.2038, -6.5709], [27.1818, 11.6456, -4.0269], [27.6123, 10.7031, -2.9758], [27.9704, 9.9633, -2.1940], [27.7172, 11.3802, -4.9385], [27.4175, 12.6566, -3.6944], [26.1182, 11.4387, -4.1454], [25.5025, 12.3274, -1.7499], [24.3694, 12.4947, -2.6957], [23.4868, 12.5452, -3.4074], [25.5817, 11.3503, -1.2735], [25.2944, 12.9021, -0.8474], [26.4466, 12.4285, -2.2852], [28.3826, 7.6789, -2.0794], [28.2962, 7.1220, -3.4424], [28.1619, 5.9114, -3.5624], [28.1201, 8.1022, -4.5980], [28.8308, 7.0165, -1.3389], [27.3741, 7.8984, -1.7291], [28.9177, 8.6244, -2.1679], [28.9297, 8.8257, -4.6944], [27.1558, 8.6103, -4.6042], [28.1154, 7.4621, -5.4803]]
}



{
  "formula": "C20H40NO4P",
  "method": "ωB97M-V with the def2-TZVPD basis set",
  "e_homo_ha": -0.312,
  "orbital_gap_ev": 9.1756,
  "total_charge": 0,
  "elements": ["C", "C", "C", "C", "N", "P", "C", "C", "C", "O", "C", "C", "C", "C", "C", "C", "C", "H", "H", "H", "H", "H", "H", "H", "H", "H", "H", "H", "H", "H", "H", "H", "H", "H", "H", "H", "H", "H", "H", "H", "H", "H", "H", "C", "O", "C", "C", "O", "C", "C", "O", "C", "H", "H", "H", "H", "H", "H", "H", "H", "H", "H", "H", "H", "H", "H"],
  "xyz": [[-5.0410, 3.1532, -2.1838], [-4.4790, 2.5679, -3.4752], [-3.2427, 1.6809, -3.3039], [-2.1747, 2.2243, -2.3496], [-1.9162, 3.6603, -2.5465], [-0.9435, 4.3375, -1.1712], [0.0371, 5.1035, 0.2669], [0.0278, 4.3019, 1.5684], [-1.2844, 4.4013, 2.3307], [0.2397, 2.9038, 1.3485], [1.5671, 2.5678, 0.9636], [2.1390, 1.5876, 1.9585], [1.4478, 0.3862, 2.1619], [1.9126, -0.5450, 3.0795], [3.0771, -0.2692, 3.7934], [3.7712, 0.9212, 3.6003], [3.3013, 1.8533, 2.6783], [-4.2784, 3.5282, -1.5130], [-5.6785, 3.9999, -2.4334], [-5.6811, 2.4481, -1.6613], [-5.2611, 1.9466, -3.9059], [-4.2382, 3.3542, -4.1802], [-2.7573, 1.5781, -4.2745], [-3.5003, 0.6744, -2.9757], [-1.2663, 1.6417, -2.5221], [-2.4912, 2.0711, -1.3174], [-1.2875, 3.7245, -3.3467], [-2.1539, 4.6588, -0.5174], [-0.2355, 3.1155, -1.0447], [-0.3977, 5.2992, -2.0524], [1.0689, 5.2852, -0.0410], [-0.3841, 6.0850, 0.4923], [0.8333, 4.6476, 2.2243], [-1.2903, 3.5981, 3.0594], [-2.1067, 4.2117, 1.6487], [-1.3955, 5.3657, 2.8101], [1.5226, 2.0653, -0.0038], [2.1886, 3.4564, 0.8906], [0.5381, 0.2019, 1.6112], [1.3485, -1.4534, 3.2170], [3.4422, -0.9969, 4.5041], [4.6646, 1.1433, 4.1616], [3.8020, 2.7936, 2.5049], [3.3492, -3.0042, 1.0823], [2.1144, -3.5799, 0.7125], [1.5679, -2.9757, -0.4475], [0.5928, -3.9046, -1.1345], [1.2099, -4.9249, -1.9053], [1.7754, -6.0220, -1.2033], [0.7579, -7.0084, -0.6763], [0.1507, -6.5266, 0.5110], [-1.0982, -7.1293, 0.7589], [3.2279, -1.9481, 1.3297], [3.7153, -3.5370, 1.9586], [4.0880, -3.1074, 0.2780], [2.3661, -2.7077, -1.1499], [1.0383, -2.0596, -0.1493], [0.0298, -3.3096, -1.8573], [-0.1203, -4.3209, -0.4205], [2.4417, -5.6849, -0.4072], [2.3821, -6.5452, -1.9458], [1.2637, -7.9573, -0.4494], [-0.0017, -7.1881, -1.4463], [-1.7974, -6.9384, -0.0638], [-1.5020, -6.6892, 1.6686], [-0.9960, -8.2114, 0.9025]]
}



{
  "formula": "C3H9NO",
  "method": "ωB97M-V with the def2-TZVPD basis set",
  "relative_energy_kj_mol": 128.4,
  "e_homo_ha": [-0.563, -0.562],
  "orbital_gap_ev": [11.2769, 7.3426],
  "total_charge": 1,
  "multiplicity": 2,
  "elements": ["C", "C", "N", "C", "H", "H", "H", "H", "H", "H", "H", "H", "H", "O"],
  "xyz": [[0.5541, 1.1267, 1.4397], [-0.3810, 0.7938, 0.5311], [-0.0587, 0.1785, -0.6933], [-1.0789, 0.2859, -1.7638], [1.5410, 0.7312, 1.2838], [0.2502, 1.5628, 2.3764], [-1.5076, 0.8224, 0.6955], [0.8376, 0.4078, -0.9475], [-0.8124, 0.1198, -2.7820], [-1.6894, 1.1747, -1.6043], [-1.8375, -0.5816, -1.6358], [1.6995, -1.5354, 0.8661], [1.2460, -2.9238, 0.8312], [1.2371, -2.1629, 1.4030]]
}



{
  "formula": "C4H7NO2",
  "method": "ωB97M-V with the def2-TZVPD basis set",
  "relative_energy_kj_mol": 355.6,
  "e_homo_ha": -0.350,
  "orbital_gap_ev": 9.4153,
  "total_charge": 0,
  "elements": ["H", "N", "C", "C", "O", "C", "C", "O", "H", "H", "H", "H", "H", "H"],
  "xyz": [[1.6112, 1.4928, 1.6889], [0.8923, 0.7803, 1.7647], [0.3877, 0.5752, 0.6215], [0.9602, 1.0863, -0.7015], [-0.9844, 0.3420, 0.7226], [-1.5962, -1.0001, 0.2445], [-0.4248, -1.4828, -0.5182], [0.6639, -1.4334, 0.0158], [0.8911, 2.1750, -0.6338], [2.0138, 0.8146, -0.8568], [0.4022, 0.7700, -1.5878], [-1.7784, -1.4663, 1.2085], [-2.5353, -1.0202, -0.3625], [-0.5034, -1.6335, -1.6061]]
}



{
  "formula": "C11H22BrN3O3",
  "method": "ωB97M-V with the def2-TZVPD basis set",
  "e_homo_ha": -0.347,
  "orbital_gap_ev": 9.8936,
  "total_charge": 0,
  "elements": ["C", "N", "C", "O", "C", "C", "C", "C", "N", "O", "N", "C", "C", "O", "H", "H", "H", "H", "H", "H", "H", "H", "H", "H", "H", "H", "H", "H", "H", "C", "C", "C", "Br", "H", "H", "H", "H", "H", "H", "H"],
  "xyz": [[1.5807, 4.7172, 3.1899], [0.9335, 3.8450, 2.2106], [1.5016, 3.4575, 1.0603], [2.6236, 3.8307, 0.7423], [0.6623, 2.5410, 0.1453], [0.4601, 1.1623, 0.7961], [-0.5925, 0.3188, 0.0550], [-1.1285, -0.8460, 0.8833], [-1.7755, -1.8068, 0.2668], [-1.0083, -0.9154, 2.0928], [1.2158, 2.3636, -1.2067], [1.2165, 3.2431, -2.2063], [0.5981, 4.6142, -2.0147], [1.6907, 2.9387, -3.2891], [1.6266, 5.7363, 2.8022], [2.6002, 4.3722, 3.3776], [1.0242, 4.7128, 4.1280], [0.0141, 3.4938, 2.4277], [-0.3192, 3.0078, 0.0596], [1.4071, 0.6208, 0.8311], [0.1191, 1.3195, 1.8198], [-1.4432, 0.9475, -0.2080], [-0.1596, -0.0687, -0.8675], [-2.1568, -2.5208, 0.8603], [-1.9178, -1.7922, -0.7280], [1.7162, 1.5111, -1.3981], [0.6786, 5.1659, -2.9503], [-0.4498, 4.5142, -1.7439], [1.1457, 5.1482, -1.2404], [-0.3167, -6.9388, -0.3653], [-1.1415, -6.2198, -1.4327], [-1.6819, -4.9025, -0.8842], [-2.7421, -3.9679, -2.2761], [0.5316, -6.3209, -0.0537], [0.0694, -7.8825, -0.7628], [-0.9327, -7.1583, 0.5125], [-0.5141, -6.0240, -2.3083], [-1.9746, -6.8585, -1.7438], [-0.8478, -4.2668, -0.5713], [-2.3133, -5.0921, -0.0103]]
}